A 2-piece molecular cluster, C5H14 overall at a distorted geometry, computed with wB97M-V/def2-TZVPD.

Calculated values
SMILES string: CCC.CC
Total charge: 0

Each line ends with the natural charge from an NBO analysis.
Cartesian coordinates (Å):
C: 1.574 -1.742 -0.923  -0.40
C: 1.275 -2.228 0.478  -0.62
C: 0.977 -0.409 -1.399  -0.60
H: 2.659 -1.708 -1.069  0.19
H: 1.307 -2.463 -1.710  0.20
H: 0.324 -2.764 0.485  0.20
H: -0.084 -0.441 -1.649  0.20
H: 1.150 -1.438 1.225  0.20
H: 2.019 -2.872 0.950  0.21
H: 1.071 0.285 -0.558  0.20
H: 1.521 -0.089 -2.284  0.21
C: -2.093 1.420 1.132  -0.61
C: -1.552 2.758 0.622  -0.61
H: -1.371 0.621 1.277  0.21
H: -2.597 1.479 2.097  0.20
H: -2.828 1.167 0.368  0.20
H: -2.302 3.549 0.544  0.20
H: -1.164 2.688 -0.393  0.20
H: -0.791 3.174 1.284  0.20

---

A 3-piece molecular cluster, C27H48F9N4O2S overall at a distorted geometry, computed with wB97M-V/def2-TZVPD.

Calculated values
2S+1: 3
Total charge: +1
⟨S²⟩: 2.0086

Each line ends with the Mulliken spin population.
Cartesian coordinates (Å):
F: -4.691 0.443 -0.479  0.00
C: -3.330 0.676 -0.731  0.00
F: -2.774 -0.596 -0.702  0.00
C: -2.862 1.561 0.463  0.00
C: -3.174 0.916 1.875  0.00
C: -2.242 1.603 2.967  0.00
C: -1.357 0.584 3.762  0.00
N: -0.259 -0.021 2.976  0.00
C: -0.329 -0.713 1.765  0.00
C: 0.987 -1.138 1.416  0.00
N: 1.765 -0.665 2.472  0.00
C: 1.043 0.001 3.404  0.00
C: -3.292 1.347 -2.148  0.00
F: -4.250 2.322 -2.235  0.00
F: -3.700 0.386 -3.043  0.00
S: -1.653 2.017 -2.749  0.00
F: -0.771 1.129 -1.710  0.00
F: -1.708 3.315 -1.779  0.00
F: -2.448 2.848 -3.909  0.00
F: -1.528 0.772 -3.817  0.00
F: -0.262 2.590 -3.357  0.00
H: -1.760 1.775 0.444  0.00
H: -3.368 2.559 0.420  0.00
H: -4.244 1.171 2.100  0.00
H: -3.083 -0.198 1.873  0.00
H: -2.950 2.056 3.718  0.00
H: -1.666 2.474 2.552  0.00
H: -2.037 -0.251 4.095  0.00
H: -0.959 1.035 4.709  0.00
H: -1.247 -0.910 1.183  0.00
H: 1.262 -1.730 0.526  0.00
H: 2.765 -0.873 2.467  0.00
H: 1.456 0.459 4.332  0.00
C: -5.363 -3.377 -5.486  0.02
C: -4.159 -3.258 -4.517  0.03
C: -3.018 -2.471 -5.189  0.02
C: -2.235 -3.274 -6.224  -0.02
C: -1.776 -4.607 -5.642  0.02
C: -2.927 -5.423 -5.036  0.02
N: -3.743 -4.623 -4.076  0.34
O: -3.045 -4.495 -2.956  0.58
C: -3.817 -5.973 -6.171  0.01
C: -2.346 -6.690 -4.382  -0.01
C: -4.693 -2.401 -3.354  -0.02
H: -5.962 -4.264 -5.270  -0.01
H: -6.038 -2.524 -5.396  0.00
H: -5.064 -3.407 -6.534  0.00
H: -2.311 -2.124 -4.425  0.00
H: -3.418 -1.571 -5.663  0.00
H: -2.842 -3.437 -7.121  0.00
H: -1.364 -2.699 -6.547  0.00
H: -1.277 -5.188 -6.423  0.00
H: -1.013 -4.412 -4.879  0.01
H: -4.691 -6.490 -5.768  -0.01
H: -3.264 -6.693 -6.778  0.00
H: -4.164 -5.213 -6.868  0.00
H: -1.594 -6.465 -3.624  0.00
H: -1.854 -7.316 -5.130  0.00
H: -3.134 -7.289 -3.917  0.00
H: -5.499 -2.914 -2.823  -0.01
H: -5.089 -1.455 -3.725  0.00
H: -3.915 -2.144 -2.634  0.01
C: 6.171 4.141 6.005  0.01
C: 5.715 2.792 5.393  0.04
C: 6.751 2.301 4.365  0.02
C: 6.702 3.039 3.030  -0.02
C: 5.282 3.063 2.475  0.03
C: 4.259 3.621 3.476  0.03
N: 4.347 2.952 4.809  0.36
O: 3.807 1.749 4.698  0.55
C: 4.464 5.143 3.622  0.01
C: 2.850 3.501 2.862  -0.02
C: 5.736 1.810 6.581  0.00
H: 5.320 4.732 6.349  -0.01
H: 6.810 3.991 6.876  0.00
H: 6.756 4.746 5.311  0.00
H: 6.595 1.234 4.167  0.00
H: 7.757 2.388 4.784  0.00
H: 7.085 4.058 3.142  0.00
H: 7.363 2.543 2.316  0.00
H: 5.265 3.654 1.555  0.00
H: 5.003 2.043 2.183  0.00
H: 3.803 5.556 4.388  -0.01
H: 4.233 5.654 2.684  0.00
H: 5.484 5.429 3.864  0.00
H: 2.597 2.474 2.585  0.00
H: 2.778 4.094 1.949  0.00
H: 2.088 3.868 3.555  0.00
H: 5.006 2.096 7.343  0.00
H: 6.721 1.802 7.051  0.00
H: 5.533 0.782 6.278  0.00

---

A 3-piece molecular cluster, C17H43NO10P2 overall at a distorted geometry, computed with wB97M-V/def2-TZVPD.

Calculated values
SMILES string: CCOP(=O)(OCC)OCC.CCOP(=O)(OCC)OCC.NCCOCCCO
Total charge: 0

Each line ends with the Mulliken charge.
Cartesian coordinates (Å):
N: -1.814 -1.258 2.302  -0.36
C: -1.803 -0.707 0.892  -0.58
C: -2.234 0.884 0.778  0.23
O: -3.698 1.092 0.665  -0.33
C: -4.355 1.060 1.983  -0.14
C: -6.002 1.266 1.910  -0.56
C: -6.787 -0.039 1.248  -0.40
O: -6.139 -1.334 1.642  -0.51
H: -2.753 -1.602 2.600  0.21
H: -1.378 -0.613 2.997  0.25
H: -2.556 -1.338 0.241  0.28
H: -0.718 -0.906 0.462  0.14
H: -1.775 1.271 -0.254  -0.28
H: -1.735 1.564 1.613  0.29
H: -3.941 1.944 2.670  0.26
H: -4.149 0.072 2.593  0.06
H: -6.465 1.404 3.001  0.29
H: -6.295 2.249 1.302  0.31
H: -7.898 -0.053 1.684  0.29
H: -6.869 0.056 0.064  0.23
H: -6.535 -1.588 2.539  0.30
O: 4.266 -3.145 2.494  -0.69
P: 3.745 -2.581 3.839  1.05
O: 2.615 -1.591 3.144  -0.41
C: 1.393 -2.159 2.719  0.32
C: 0.494 -2.467 3.896  -1.12
O: 4.947 -1.428 3.958  -0.36
C: 6.245 -1.716 3.451  -0.36
C: 6.424 -1.137 2.057  -1.22
O: 3.163 -1.951 5.342  -0.23
C: 3.724 -2.517 6.518  -0.40
C: 5.109 -1.971 6.817  -0.89
H: 1.584 -3.060 2.121  0.23
H: 0.903 -1.426 2.069  -0.15
H: 0.919 -3.271 4.509  0.39
H: -0.497 -2.780 3.560  0.36
H: 0.388 -1.590 4.546  0.22
H: 6.436 -2.795 3.466  0.39
H: 6.976 -1.258 4.124  0.41
H: 5.584 -1.378 1.396  0.29
H: 7.344 -1.512 1.598  0.36
H: 6.478 -0.047 2.101  0.31
H: 3.740 -3.606 6.435  0.32
H: 3.056 -2.252 7.344  0.33
H: 5.856 -2.441 6.164  0.17
H: 5.399 -2.187 7.848  0.41
H: 5.157 -0.890 6.654  0.26
O: -0.168 -0.004 -4.919  -0.68
P: -0.625 1.298 -5.620  1.06
O: 0.865 1.643 -6.252  -0.34
C: 1.273 0.962 -7.421  -0.31
C: 0.559 1.494 -8.644  -0.96
O: -0.461 2.236 -4.248  -0.40
C: -0.725 1.663 -2.972  -0.47
C: 0.563 1.217 -2.300  -0.99
O: -1.137 2.753 -6.403  -0.25
C: -2.523 3.054 -6.324  -0.39
C: -2.912 3.635 -4.976  -0.86
H: 1.108 -0.118 -7.306  0.27
H: 2.352 1.123 -7.531  0.32
H: -0.511 1.256 -8.603  0.24
H: 0.971 1.060 -9.557  0.41
H: 0.642 2.586 -8.700  0.22
H: -1.440 0.837 -3.060  0.41
H: -1.204 2.428 -2.355  0.50
H: 1.200 0.628 -2.971  0.35
H: 0.348 0.615 -1.412  0.12
H: 1.155 2.084 -1.997  0.30
H: -3.110 2.162 -6.552  0.32
H: -2.728 3.799 -7.100  0.33
H: -2.981 2.841 -4.222  0.14
H: -3.890 4.119 -5.027  0.42
H: -2.173 4.363 -4.627  0.26

---

| no. | electronic energy (a.u.) |
| --- | --- |
| 1 | -198.8753 |
| 2 | -2723.6336 |
| 3 | -2163.1648 |